Version one
Formula: C3H9N2
Source: the Open Molecules 2025 dataset
Level of theory: ωB97M-V with the def2-TZVPD basis set

Cartesian coordinates (Å):
1 C 0.92 0.15 1.72
2 C 0.08 0.19 0.46
3 C 0.48 -0.50 -0.65
4 N -0.37 -0.88 -1.78
5 N -0.95 1.14 0.47
6 H 1.74 -0.52 1.56
7 H 0.66 -0.01 2.67
8 H 1.40 1.20 1.87
9 H 1.27 -1.22 -0.52
10 H -1.42 -0.75 -1.70
11 H -0.26 -1.86 -2.04
12 H -0.08 -0.14 -2.55
13 H -1.63 1.09 1.24
14 H -1.35 1.33 -0.53

Kohn-Sham gap: 9.4 eV
molecular weight: 73.12 Da
HOMO level: -13.43 eV
total charge: +1

Here are the Löwdin charges for atoms 1 to 5, given in e: -0.012 -0.355 -0.104 0.149 0.101

=====

Version two
Formula: C3H9N2
Source: the Open Molecules 2025 dataset
Level of theory: ωB97M-V with the def2-TZVPD basis set

Cartesian coordinates (Å):
1 C 0.34 -1.18 -0.15
2 N 0.99 -1.15 1.08
3 H -0.73 -1.53 -0.26
4 H 0.95 -1.50 -1.11
5 H 2.02 -0.97 1.04
6 H 0.77 -1.97 1.58
7 C -0.24 0.55 -1.40
8 C -0.11 0.91 -0.03
9 N -1.08 1.31 0.86
10 H 0.51 0.70 -2.17
11 H -1.27 0.42 -1.69
12 H 0.91 1.22 0.19
13 H -1.07 2.33 1.05
14 H -1.98 0.86 1.01

Kohn-Sham gap: 9.4 eV
molecular weight: 73.12 Da
HOMO level: -13.76 eV
total charge: +1

Here are the Löwdin charges for atoms 1 to 5, given in e: -0.063 0.038 0.137 0.151 0.139

=====

Version three
Formula: C3H9N2
Source: the Open Molecules 2025 dataset
Level of theory: ωB97M-V with the def2-TZVPD basis set

Cartesian coordinates (Å):
1 C -1.66 -0.22 0.06
2 C -1.61 1.28 0.04
3 C 1.01 -0.85 0.28
4 N -2.36 -1.17 0.02
5 N 2.09 0.17 -0.17
6 H -0.81 1.38 -0.79
7 H -2.62 1.67 -0.24
8 H -1.20 1.57 0.99
9 H 1.33 -1.14 1.22
10 H 0.90 -1.54 -0.57
11 H -2.29 -2.14 -0.19
12 H 2.09 0.82 -0.99
13 H 2.96 -0.46 -0.29
14 H 2.18 0.65 0.62

Kohn-Sham gap: 7.9 eV
molecular weight: 73.12 Da
HOMO level: -11.72 eV
total charge: +1

Here are the Löwdin charges for atoms 1 to 5, given in e: -0.119 -0.024 -0.088 0.272 0.070

=====

Short version: version one is the most stable of them.

=====

Version one
Formula: C3H9N2
Source: the Open Molecules 2025 dataset
Level of theory: ωB97M-V with the def2-TZVPD basis set

Cartesian coordinates (Å):
1 C 0.13 1.21 -0.12
2 C 1.71 -0.79 0.39
3 C -1.74 -0.51 -0.27
4 N 1.44 0.26 -0.30
5 N -0.92 0.50 0.41
6 H 0.41 1.93 0.59
7 H -0.07 1.52 -1.13
8 H 1.46 -1.06 1.39
9 H 2.40 -1.53 0.08
10 H -2.67 -0.50 0.30
11 H -1.92 -0.13 -1.21
12 H -1.29 -1.50 -0.34
13 H 1.90 0.37 -1.18
14 H -0.84 0.23 1.39

Kohn-Sham gap: 8.9 eV
molecular weight: 73.12 Da
HOMO level: -14.09 eV
total charge: +1

Here are the Löwdin charges for atoms 1 to 5, given in e: -0.109 0.157 -0.057 0.114 -0.111

=====

Version two
Formula: C3H9N2
Source: the Open Molecules 2025 dataset
Level of theory: ωB97M-V with the def2-TZVPD basis set

Cartesian coordinates (Å):
1 C -0.98 0.34 -0.01
2 C 1.38 1.06 -0.07
3 C 0.88 -1.36 -0.05
4 N -2.65 -0.02 -0.09
5 N 0.42 0.00 -0.02
6 H -1.06 1.42 -0.02
7 H -3.08 0.69 0.50
8 H 1.02 1.96 0.43
9 H 2.29 0.71 0.42
10 H 1.62 1.31 -1.11
11 H 0.06 -2.05 -0.26
12 H 1.65 -1.47 -0.81
13 H 1.32 -1.62 0.91
14 H -2.86 -0.97 0.17

Kohn-Sham gap: 10.2 eV
molecular weight: 73.12 Da
HOMO level: -15.37 eV
total charge: +1

Here are the Löwdin charges for atoms 1 to 5, given in e: 0.178 -0.029 -0.024 0.136 -0.191

=====

Version three
Formula: C3H9N2
Source: the Open Molecules 2025 dataset
Level of theory: ωB97M-V with the def2-TZVPD basis set

Cartesian coordinates (Å):
1 C 1.36 -1.39 0.85
2 C 0.62 -0.96 -0.39
3 N -1.60 2.04 -0.29
4 C -0.78 1.08 -0.72
5 N -0.42 0.07 0.00
6 H 1.42 -0.53 1.52
7 H 0.82 -2.14 1.43
8 H 2.36 -1.76 0.63
9 H 1.30 -0.45 -1.06
10 H 0.09 -1.81 -0.82
11 H -2.36 1.84 0.35
12 H -1.57 2.98 -0.64
13 H -0.19 1.37 -1.59
14 H -1.03 -0.33 0.71

Kohn-Sham gap: 11.5 eV
molecular weight: 73.12 Da
HOMO level: -15.49 eV
total charge: +1

Here are the Löwdin charges for atoms 1 to 5, given in e: -0.077 -0.182 0.179 -0.123 0.068

=====

Short version: version three is the most stable of them.

=====

Version one
Formula: C3H9N2
Source: the Open Molecules 2025 dataset
Level of theory: ωB97M-V with the def2-TZVPD basis set

Cartesian coordinates (Å):
1 C -2.15 -1.28 0.98
2 N -1.75 -0.18 0.48
3 H -1.18 -1.86 0.86
4 H -2.52 -2.12 1.62
5 H -2.14 0.76 0.96
6 H -0.81 0.12 -0.01
7 C 1.64 0.63 0.39
8 C 0.81 0.44 -1.93
9 N 0.63 0.04 -0.68
10 H 1.01 1.50 0.78
11 H 2.55 0.90 0.02
12 H 1.54 0.06 1.22
13 H 0.98 -0.34 -2.73
14 H 1.38 1.33 -1.95

Kohn-Sham gap: 8.4 eV
molecular weight: 73.12 Da
HOMO level: -13.65 eV
total charge: +1

Here are the Löwdin charges for atoms 1 to 5, given in e: 0.104 0.106 0.114 0.160 0.206

=====

Version two
Formula: C3H9N2
Source: the Open Molecules 2025 dataset
Level of theory: ωB97M-V with the def2-TZVPD basis set

Cartesian coordinates (Å):
1 C 1.96 0.51 0.38
2 C 0.04 1.71 -0.22
3 N 0.60 0.57 -0.18
4 H 1.97 0.95 1.38
5 H 2.65 1.06 -0.26
6 H 2.29 -0.52 0.45
7 H -0.92 1.84 -0.73
8 H 0.57 2.60 0.10
9 C -2.09 -1.50 0.13
10 N -0.96 -1.47 -0.44
11 H -2.36 -0.68 0.79
12 H -2.79 -2.31 -0.01
13 H -0.81 -2.20 -1.14
14 H -0.14 -0.56 -0.26

Kohn-Sham gap: 11.3 eV
molecular weight: 73.12 Da
HOMO level: -15.38 eV
total charge: +1

Here are the Löwdin charges for atoms 1 to 5, given in e: -0.054 0.057 -0.092 0.096 0.097

=====

Version three
Formula: C3H9N2
Source: the Open Molecules 2025 dataset
Level of theory: ωB97M-V with the def2-TZVPD basis set

Cartesian coordinates (Å):
1 C -1.30 1.42 -0.82
2 C -2.06 0.87 0.01
3 C 2.89 -0.03 0.26
4 N 1.62 -0.53 -0.04
5 N -2.28 -0.66 0.09
6 H 1.74 -1.50 -0.41
7 H -0.68 2.03 -1.54
8 H -2.52 1.34 0.95
9 H 3.27 -0.46 1.23
10 H 3.57 -0.24 -0.60
11 H 2.99 1.00 0.61
12 H -3.26 -0.95 0.19
13 H -1.78 -1.12 0.85
14 H -2.20 -1.18 -0.79

Kohn-Sham gap (spin up / spin down): 9.5 / 7.6 eV
molecular weight: 73.12 Da
HOMO level (spin up / spin down): -13.16 / -12.99 eV
total charge: +1

Here are the Löwdin charges for atoms 1 to 5, given in e: 0.196 -0.189 -0.255 -0.008 0.186

=====

Short version: version two is the most stable of them.

=====

Version one
Formula: C3H9N2
Source: the Open Molecules 2025 dataset
Level of theory: ωB97M-V with the def2-TZVPD basis set

Cartesian coordinates (Å):
1 C 0.56 -1.10 -0.51
2 N 0.39 -1.99 0.57
3 H 1.44 -0.48 -0.38
4 H 0.43 -1.60 -1.47
5 H 0.52 -2.99 0.52
6 H 1.03 -1.76 1.33
7 C -0.40 2.33 0.06
8 C -0.30 1.08 0.46
9 N -0.59 -0.05 -0.45
10 H -1.13 2.75 -0.63
11 H -0.01 3.07 0.75
12 H 0.18 0.82 1.39
13 H -0.60 0.36 -1.37
14 H -1.52 -0.43 -0.27

Kohn-Sham gap: 11.5 eV
molecular weight: 73.12 Da
HOMO level: -14.91 eV
total charge: +1

Here are the Löwdin charges for atoms 1 to 5, given in e: -0.173 0.043 0.136 0.141 0.104

=====

Version two
Formula: C3H9N2
Source: the Open Molecules 2025 dataset
Level of theory: ωB97M-V with the def2-TZVPD basis set

Cartesian coordinates (Å):
1 C -1.79 -0.39 -0.44
2 C 3.02 0.47 0.48
3 C 1.66 0.83 0.70
4 N -2.52 0.67 -0.12
5 N -2.63 -1.35 -0.80
6 H -0.84 -0.39 -0.37
7 H 3.06 -0.49 0.08
8 H 3.83 1.13 0.54
9 H 0.83 0.16 0.39
10 H 1.58 1.92 0.88
11 H -2.16 1.67 -0.12
12 H -3.53 0.61 -0.22
13 H -2.50 -2.35 -0.93
14 H -3.55 -1.06 -1.04

Kohn-Sham gap: 8.2 eV
molecular weight: 73.12 Da
HOMO level: -12.86 eV
total charge: +1

Here are the Löwdin charges for atoms 1 to 5, given in e: -0.071 -0.011 -0.058 0.177 0.194

=====

Short version: version one is the most stable of them.